[1]
12
Properties=species:S:1:pos:R:3 method="wB97M-V/def2-TZVPD" de_lowest_ev=1.493 spin_multiplicity=2 e_homo_ev="-4.236 / -7.314" largest_force_ev_per_a=3.0 lumo_ha="-0.02800 / -0.02875"
O -0.1840 0.2256 -1.0578
C -0.4692 1.3058 -0.4805
C -1.8972 1.3619 -0.0048
H -2.3911 2.1448 -0.6066
H -1.9033 1.7111 1.0426
C 1.6008 -1.7247 -0.0274
O 0.5625 -2.2701 -0.0888
O 2.5184 -1.0797 0.3021
Li -1.3493 -1.2631 -0.6983
Cu 1.1063 2.7441 -0.2750
O -2.5429 0.1011 -0.1350
H -3.4823 0.1606 0.0535

***

[2]
11
Properties=species:S:1:pos:R:3 method="wB97M-V/def2-TZVPD" charge=+2 spin_multiplicity=2 e_homo_ev="-20.947 / -20.941" largest_force_ev_per_a=7.3 lumo_ha="-0.40333 / -0.53388"
O 0.0007 3.4147 -1.3220
C 0.0012 2.3225 -1.0405
Cu 0.0001 -0.8177 0.3470
C 1.5162 -0.9881 -0.7906
C -1.5209 -0.9898 -0.7927
O 2.5043 -1.4386 -1.1918
O -2.5001 -1.4332 -1.1916
N 0.0034 -0.0487 2.2799
H -0.8471 0.4768 2.5618
H 0.8433 0.4750 2.5619
H -0.0010 -0.9682 2.7437

***

[3]
10
Properties=species:S:1:pos:R:3 method="wB97M-V/def2-TZVPD" charge=+3 de_lowest_ev=8.688 spin_multiplicity=2 e_homo_ev="-23.872 / -23.820" largest_force_ev_per_a=6.0 lumo_ha="-0.75749 / -0.73927"
O 1.3351 -1.8923 1.9313
Cu -1.2707 -2.1737 1.7044
O 0.0956 -0.3001 2.5570
C 1.1205 -0.8234 2.3472
O 0.6490 -0.0365 -0.5504
C 0.2996 0.1028 -1.6639
H -0.6363 0.4449 -2.6044
C -0.4029 1.3026 -1.3779
H -1.4137 1.1742 -0.9752
H 0.2237 2.2015 -1.3682

***

[4]
10
Properties=species:S:1:pos:R:3 method="wB97M-V/def2-TZVPD" charge=+2 de_lowest_ev=0.791 spin_multiplicity=9 e_homo_ev="-16.503 / -18.206" largest_force_ev_per_a=2.5 lumo_ha="-0.32526 / -0.32407"
O -3.5704 4.5159 0.9474
Eu 0.1948 1.6959 0.1456
O -1.7140 3.2419 0.4272
C -2.6333 3.9181 0.6810
O 0.6084 -1.8157 -0.1157
C 1.2555 -0.6937 -0.3029
H 2.2754 -0.8691 -0.6866
C 1.0717 -3.0210 -0.3519
H 2.1198 -3.1385 -0.6351
H 0.3919 -3.8338 -0.1091

***

[5]
9
Properties=species:S:1:pos:R:3 method="wB97M-V/def2-TZVPD" de_lowest_ev=2.979 e_homo_ev=-9.370 largest_force_ev_per_a=4.5 lumo_ha=0.00132
C -0.6598 -0.2700 -0.1190
C -1.4619 0.6915 0.2339
C 1.4102 0.3136 -0.6516
F -2.7503 0.4528 0.5479
F 1.6246 1.3981 0.0851
I 1.4161 0.6784 -2.7232
H -0.7689 -1.3222 -0.2540
H -1.2022 1.7380 0.3264
H 2.0167 -0.5235 -0.3364

***

[6]
11
Properties=species:S:1:pos:R:3 method="wB97M-V/def2-TZVPD" de_lowest_ev=2.910 e_homo_ev=-9.049 largest_force_ev_per_a=3.0 smiles="N=C=C(O)F.O=CF" lumo_ha=0.01824
C 1.0970 0.7841 -1.3581
C -1.9845 -1.0800 -0.1217
C 0.9419 -0.2552 -0.5006
N 1.0211 1.7765 -2.0372
O -1.9144 -0.4495 0.8535
O 1.2568 -0.1344 0.8408
F -2.4017 -0.6009 -1.3693
F 1.1364 -1.5781 -1.1095
H -1.9199 -2.2377 -0.1749
H 0.0574 2.0527 -2.2406
H 2.0535 -0.6372 1.0766

***

[7]
10
Properties=species:S:1:pos:R:3 method="wB97M-V/def2-TZVPD" de_lowest_ev=1.664 e_homo_ev=-10.135 largest_force_ev_per_a=2.8 smiles="O[C@@H](F)/C(F)=C/F" lumo_ha=0.02613
C -1.5605 -0.4254 -0.0726
C -0.3083 -0.3787 -0.5625
C 1.0290 -0.0935 0.2867
O 1.6194 1.1252 0.0898
F -2.6652 -0.6340 -0.8010
F 0.0517 -0.2612 -1.8478
F 0.7998 -0.1883 1.6780
H -1.8505 -0.2735 1.0100
H 1.7094 -0.8835 -0.0339
H 1.1752 2.0130 0.2533

***

[8]
10
Properties=species:S:1:pos:R:3 method="wB97M-V/def2-TZVPD" charge=+2 de_lowest_ev=2.707 spin_multiplicity=2 e_homo_ev="-17.828 / -19.668" largest_force_ev_per_a=5.9 lumo_ha="-0.39040 / -0.41856"
H -1.2707 0.9943 0.0474
F 2.0061 -0.1445 0.0910
O 0.0182 -0.5708 1.0163
O -0.5428 -0.2657 -1.0685
C 0.8485 0.4721 0.5244
C -0.0551 0.9931 -0.5763
C -0.9313 -0.8374 0.0872
H 1.0936 1.1595 1.3380
H 0.4569 1.5190 -1.3839
Lu -1.6233 -3.3198 -0.0756

***

[9]
9
Properties=species:S:1:pos:R:3 method="wB97M-V/def2-TZVPD" e_homo_ev=-8.267 largest_force_ev_per_a=1.0 lumo_ha=-0.02507
F -0.9998 1.7462 0.6064
O -0.1106 -1.2676 -0.5005
C -0.6014 0.5095 0.2668
C -1.3420 -0.7727 0.0807
C 0.5243 0.0117 -0.2731
H -1.6244 -1.3314 0.9849
H -2.1683 -0.7825 -0.6449
Mg 2.4973 0.6338 -0.7166
H 3.8249 1.2531 0.1964

***

[10]
9
Properties=species:S:1:pos:R:3 method="wB97M-V/def2-TZVPD" de_lowest_ev=1.177 e_homo_ev=-11.282 largest_force_ev_per_a=3.7 smiles="O=C(F)[C@@H]1CO1" lumo_ha=0.02432
C 1.2933 -0.3259 -0.0373
C -1.0814 0.5328 -0.2216
C -0.1349 -0.4756 0.3182
O 2.1657 -1.0634 0.2853
O -0.7449 0.5723 1.1422
F 1.6315 0.7752 -0.7771
H -0.6066 1.2190 -0.9557
H -2.0239 0.1510 -0.3375
H -0.4988 -1.3855 0.5834

***

[11]
9
Properties=species:S:1:pos:R:3 method="wB97M-V/def2-TZVPD" de_lowest_ev=0.516 e_homo_ev=-8.316 largest_force_ev_per_a=4.3 smiles="FC1=PCP=C1" lumo_ha=-0.03670
C -0.4038 0.7125 -1.0646
C -0.4839 1.0923 0.2813
C 0.5670 -1.2515 0.3136
F -0.9166 2.2902 0.6031
P 0.2827 -0.8481 -1.4042
P 0.1009 0.3034 1.6467
H -0.6107 1.4818 -1.6989
H -0.1186 -2.1432 0.7716
H 1.5830 -1.6375 0.5515

***

[12]
8
Properties=species:S:1:pos:R:3 method="wB97M-V/def2-TZVPD" de_lowest_ev=1.566 e_homo_ev="-8.365 / -8.364" largest_force_ev_per_a=4.5 smiles="C=C=C=S.F" lumo_ha="-0.05020 / -0.05022"
C -0.4512 -0.4998 -0.5950
C -0.4250 0.4355 0.3489
C -0.6385 1.2963 1.1934
F 2.3500 1.1141 1.2978
S -0.8874 2.4922 2.1858
H 0.4196 -0.8341 -1.1033
H -1.3553 -1.2332 -0.5116
H 2.5958 2.0333 1.4035

***

[13]
10
Properties=species:S:1:pos:R:3 method="wB97M-V/def2-TZVPD" de_lowest_ev=0.000 spin_multiplicity=8 e_homo_ev="-9.599 / -6.831" largest_force_ev_per_a=2.5 lumo_ha="-0.02658 / -0.01478"
H -4.3491 -0.4951 -3.8289
O -3.3275 -0.6972 -5.8558
C -2.8428 -0.0789 -4.9108
O -3.5117 -0.0268 -3.7296
O -1.7288 0.5359 -4.8840
Gd 0.6454 0.0449 -5.4921
H -3.7675 -4.9575 -7.8110
C -4.2269 -4.5276 -6.7221
C -4.2313 -5.7769 -6.8053
H -4.1508 -3.4451 -6.5260

***

[14]
12
Properties=species:S:1:pos:R:3 method="wB97M-V/def2-TZVPD" de_lowest_ev=0.000 spin_multiplicity=3 e_homo_ev="-6.387 / -8.457" largest_force_ev_per_a=2.7 lumo_ha="-0.04214 / -0.05669"
H 1.6346 3.4633 1.3860
O 2.0116 1.5148 0.7087
O -0.5648 1.7719 -0.0900
C 1.2289 2.4177 1.3483
C -0.1391 2.5800 0.7529
H 1.0287 2.1924 2.4303
H -0.8413 3.2946 1.2317
O -2.1184 -2.0469 0.2824
C -1.4142 -1.2509 -0.3317
O -0.2813 -1.4273 -0.8399
Na -0.6019 -3.7304 -0.4361
Hg 1.2060 0.4276 -0.9133

***

[15]
11
Properties=species:S:1:pos:R:3 method="wB97M-V/def2-TZVPD" charge=+2 spin_multiplicity=2 e_homo_ev="-18.740 / -19.718" largest_force_ev_per_a=6.9 lumo_ha="-0.48892 / -0.46639"
C 0.5583 1.0417 -1.1190
C -0.0023 -0.2646 -1.1509
H -0.7154 -0.5488 -1.9270
Hg -1.9636 2.5076 -0.3304
O -0.6044 1.6015 -1.1397
O 0.3614 -1.3254 -0.4412
C 0.9643 -1.3048 0.7907
O 2.0324 -0.8272 1.0263
O 0.1636 -1.9622 1.5886
H 1.4148 1.3809 -0.5333
H 0.6168 -2.1870 2.4139

***

[16]
9
Properties=species:S:1:pos:R:3 method="wB97M-V/def2-TZVPD" de_lowest_ev=0.250 e_homo_ev=-9.671 largest_force_ev_per_a=3.2 smiles="C=CC#N.II" lumo_ha=-0.07761
C -0.1972 -2.1108 0.2290
C 1.4528 -0.8163 -0.8419
C 0.2791 -0.8438 -0.2588
N -0.5433 -3.0534 0.7731
I -3.2441 4.5138 0.1699
I -1.5872 3.8923 2.2319
H 2.0851 0.0691 -1.0688
H 1.8618 -1.7764 -1.2670
H -0.1069 0.1255 0.0324

***

[17]
10
Properties=species:S:1:pos:R:3 method="wB97M-V/def2-TZVPD" de_lowest_ev=3.305 e_homo_ev=-8.440 largest_force_ev_per_a=2.2 lumo_ha=-0.01486
C -0.0402 0.9161 -0.6645
C 0.8304 -0.1106 -0.0102
C 0.3883 -1.3734 0.1049
O -1.1585 1.3685 2.1299
I -1.3679 -2.1132 -0.8201
I 1.5904 -2.7922 0.9476
I -1.8248 1.3704 0.4494
H 0.2964 1.9270 -0.8107
H -0.5301 0.7255 -1.6944
H 1.8159 0.0819 0.3681

***

[18]
9
Properties=species:S:1:pos:R:3 method="wB97M-V/def2-TZVPD" de_lowest_ev=6.595 e_homo_ev=-9.429 largest_force_ev_per_a=2.1 lumo_ha=-0.05178
C 1.9347 1.2468 -1.7630
C 1.1071 0.7585 -1.0295
C 0.0936 0.1345 -0.2178
O -0.3919 -1.7196 0.9694
O 0.3532 -1.0312 0.1685
I -2.9697 -0.2497 2.5490
H 2.7683 1.4910 -2.3597
H -0.7783 0.8002 0.0320
H -2.1169 -1.4305 1.6511

***

[19]
9
Properties=species:S:1:pos:R:3 method="wB97M-V/def2-TZVPD" de_lowest_ev=0.000 e_homo_ev="-6.548 / -6.542" largest_force_ev_per_a=3.0 lumo_ha="-0.03673 / -0.03625"
C -2.2395 -0.8263 -0.3257
O -0.2306 -0.5518 0.4154
C -1.7264 0.3796 0.0019
C -1.0520 -1.6736 0.0856
O -1.7280 1.5870 -0.0004
H -3.2904 -1.0845 -0.4337
H -1.2448 -2.3069 0.9704
H -0.6316 -2.2714 -0.7445
La 2.2698 0.1193 -0.0553

***

[20]
9
Properties=species:S:1:pos:R:3 method="wB97M-V/def2-TZVPD" charge=+1 de_lowest_ev=4.845 e_homo_ev="-11.905 / -11.915" largest_force_ev_per_a=5.0 lumo_ha="-0.26836 / -0.26856"
C -0.4006 -0.5531 1.1918
C 0.8577 0.0310 0.6768
H 1.1967 0.9750 1.1298
H -1.1015 0.1309 1.6810
H 1.6504 -0.7313 0.5867
O -1.5084 -0.4295 -1.5634
C -0.9735 -0.2119 -0.4396
O 0.3455 0.3409 -0.6528
Mg -0.0664 0.4480 -2.6101